Molecular formula: C5H10O
Method: DFT, ωB97M-V/def2-TZVPD

Calculated values
Kohn-Sham gap (alpha / beta) (hartree): 0.27551 / 0.26508
Total charge: 0

```
16
Properties=species:S:1:pos:R:3:forces:R:3
O -2.390 -0.088 -0.360 0.003 -0.158 0.186
C -1.071 -0.069 -0.599 0.055 -0.132 -0.219
C -0.207 -1.254 -0.350 -0.136 0.046 0.010
C 1.013 -0.803 0.400 0.239 -0.139 -0.250
C 1.350 0.605 -0.034 0.036 0.043 0.093
C 0.117 1.257 0.629 0.071 0.204 0.160
H -2.579 -0.739 0.330 -0.014 0.072 -0.066
H -0.853 0.567 -1.456 0.036 -0.063 0.174
H -0.748 -2.093 0.114 0.107 0.129 -0.081
H 0.044 -1.552 -1.385 0.014 -0.046 0.047
H 1.814 -1.537 0.542 -0.166 0.138 -0.048
H -0.137 0.198 1.187 -0.224 0.225 -0.058
H 2.290 0.971 0.391 -0.106 -0.105 -0.038
H 1.398 0.794 -1.124 -0.014 -0.067 0.185
H 0.437 1.707 1.580 0.042 -0.022 -0.130
H -0.478 2.037 0.135 0.058 -0.126 0.036
```
Forces are in eV/Å.

Löwdin charges, unit e, in atom order: number 1, O, carries 0.052; number 2, C, carries -0.239; number 3, C, carries -0.251; number 4, C, carries -0.189; number 5, C, carries -0.276; number 6, C, carries -0.178; number 7, H, carries 0.120; number 8, H, carries 0.134; number 9, H, carries 0.116; number 10, H, carries 0.131; number 11, H, carries 0.077; number 12, H, carries 0.131; number 13, H, carries 0.099; number 14, H, carries 0.100; number 15, H, carries 0.092; number 16, H, carries 0.081